DFT (ωB97M-V/def2-TZVPD) results for a 5-piece molecular cluster, C21H31BIN4O2 overall in a non-equilibrium geometry.

For the maximum force, the calculation gives 1.621 eV/A. Its net charge is -1.

Positions of all 60 atoms, in Å:
I: 4.32270 -0.80273 0.23979
C: 3.73597 -0.16762 -1.75127
C: 2.23817 -0.44819 -2.06247
C: 1.33844 0.78953 -1.67882
B: -0.18869 0.23872 -1.58165
O: -1.33573 1.11457 -1.94066
C: -2.40544 0.21585 -1.77981
C: -1.86316 -0.97280 -0.83974
O: -0.66490 -0.40393 -0.35044
H: 4.35976 -0.62762 -2.53075
H: 3.91122 0.91580 -1.79506
H: 1.83551 -1.28692 -1.47275
H: 2.05524 -0.64639 -3.12684
H: 1.76199 1.18985 -0.73668
H: 1.43884 1.51176 -2.51100
H: -0.23725 -0.63398 -2.45467
H: -3.31290 0.67028 -1.33748
H: -2.81100 -0.20755 -2.72656
H: -1.55736 -1.89093 -1.38056
H: -2.56390 -1.34519 -0.07163
N: 6.28041 -2.77054 2.69372
C: 7.15213 -1.92474 3.31932
C: 8.17202 -2.68034 3.83993
C: 7.90509 -4.03375 3.50988
C: 6.73140 -4.05633 2.80004
H: 5.43622 -2.48963 2.22595
H: 6.97256 -0.86304 3.34073
H: 9.01565 -2.30261 4.39426
H: 8.50473 -4.89307 3.76265
H: 6.18118 -4.87305 2.36410
N: -6.34615 -0.05910 -0.99775
C: -6.05997 0.22503 0.30982
C: -6.87619 1.25282 0.70633
C: -7.68903 1.59883 -0.40345
C: -7.34041 0.77045 -1.43929
H: -5.89471 -0.76596 -1.54716
H: -5.30208 -0.32570 0.84149
H: -6.88797 1.70518 1.68425
H: -8.44354 2.36770 -0.43921
H: -7.71141 0.70117 -2.44798
N: -0.96665 3.75377 -3.00137
C: -0.82136 4.58129 -4.07808
C: -0.49435 5.83253 -3.61396
C: -0.43640 5.74952 -2.20002
C: -0.73059 4.45164 -1.85586
H: -1.21080 2.76862 -3.04053
H: -0.96323 4.21213 -5.08029
H: -0.31609 6.70579 -4.22187
H: -0.20482 6.54728 -1.51230
H: -0.79209 3.96710 -0.89617
N: 0.01234 -3.11358 3.47444
C: 0.09145 -2.24411 2.41647
C: -0.92617 -1.33617 2.53955
C: -1.64475 -1.66587 3.71936
C: -1.04134 -2.76621 4.27672
H: 0.63076 -3.88428 3.63550
H: 0.86083 -2.34590 1.66942
H: -1.12757 -0.52703 1.85717
H: -2.50728 -1.15413 4.11553
H: -1.26933 -3.32826 5.16769

Cartesian forces, eV/Å:
-0.10 0.25 -0.62
-0.80 0.05 -1.22
-0.53 1.02 1.14
0.30 -0.61 0.16
0.58 -0.21 -0.82
-0.88 0.20 -0.11
-1.06 -1.08 0.33
0.42 0.41 -0.43
-0.07 -0.52 0.59
0.23 -0.17 0.76
0.07 -0.37 0.31
0.42 -0.01 -0.38
0.41 -0.18 0.24
-0.28 0.23 -0.34
-0.02 0.08 0.55
0.28 -0.44 -0.49
0.56 0.30 0.22
0.67 0.11 0.00
-0.48 0.45 -0.36
0.18 0.71 0.19
0.11 -0.06 0.11
-0.05 -0.01 0.01
-0.01 0.13 0.00
-0.05 -0.12 -0.05
-0.04 0.02 0.02
0.07 -0.04 -0.06
0.01 -0.02 0.00
-0.01 0.00 -0.01
-0.01 0.01 -0.01
0.02 0.00 0.01
-0.15 0.09 0.17
0.03 -0.05 -0.03
0.07 -0.11 0.06
-0.08 -0.02 -0.14
0.02 -0.01 -0.02
0.09 0.02 -0.01
0.03 0.06 -0.01
0.02 0.00 -0.02
0.02 -0.01 -0.01
0.01 0.04 0.01
0.01 0.15 -0.30
-0.04 -0.06 0.14
0.01 0.05 -0.17
0.01 0.00 0.13
-0.06 -0.07 -0.05
0.09 -0.15 0.44
0.01 0.03 0.00
0.00 -0.02 0.01
0.00 -0.02 -0.01
0.00 -0.04 -0.03
-0.05 0.11 0.01
-0.02 -0.01 -0.02
-0.05 0.09 0.06
0.08 -0.17 0.12
-0.07 -0.02 0.04
0.04 -0.02 0.01
-0.06 0.07 -0.05
0.11 -0.06 -0.08
0.01 -0.01 0.00
-0.01 0.02 -0.02

The computed natural (NBO) charges, all in e, follow: number 1, I, carries -0.0132; number 2, C, carries -0.4693; number 3, C, carries -0.4279; number 4, C, carries -0.6751; number 5, B, carries 0.6286; number 6, O, carries -0.7504; number 7, C, carries -0.0831; number 8, C, carries -0.0945; number 9, O, carries -0.7345; number 10, H, carries 0.2091; number 11, H, carries 0.2175; number 12, H, carries 0.2162; number 13, H, carries 0.2141; number 14, H, carries 0.1901; number 15, H, carries 0.1990; number 16, H, carries -0.1940; number 17, H, carries 0.1532; number 18, H, carries 0.1369; number 19, H, carries 0.1595; number 20, H, carries 0.1551; number 21, N, carries -0.4993; number 22, C, carries -0.0703; number 23, C, carries -0.3158; number 24, C, carries -0.3149; number 25, C, carries -0.0761; number 26, H, carries 0.4187; number 27, H, carries 0.2139; number 28, H, carries 0.2147; number 29, H, carries 0.2139; number 30, H, carries 0.2081; number 31, N, carries -0.5026; number 32, C, carries -0.0707; number 33, C, carries -0.3012; number 34, C, carries -0.3147; number 35, C, carries -0.0803; number 36, H, carries 0.4150; number 37, H, carries 0.2193; number 38, H, carries 0.2156; number 39, H, carries 0.2140; number 40, H, carries 0.2045; number 41, N, carries -0.5036; number 42, C, carries -0.0865; number 43, C, carries -0.3331; number 44, C, carries -0.3235; number 45, C, carries -0.0631; number 46, H, carries 0.4619; number 47, H, carries 0.1973; number 48, H, carries 0.2036; number 49, H, carries 0.2044; number 50, H, carries 0.2219; number 51, N, carries -0.5151; number 52, C, carries -0.0713; number 53, C, carries -0.3037; number 54, C, carries -0.3029; number 55, C, carries -0.1033; number 56, H, carries 0.4007; number 57, H, carries 0.2204; number 58, H, carries 0.2622; number 59, H, carries 0.2090; number 60, H, carries 0.1956

***

DFT (ωB97M-V/def2-TZVPD) results for C4H4N2O in the gas phase in a non-equilibrium geometry.

For the maximum force, the calculation gives 3.926 eV/A. Its relative energy (zero: lowest compared OMol25 entry of this formula, charge and spin) is 4.992 eV. The SMILES is c1onc2c1NC2.

Positions of all 11 atoms, in Å:
C: 1.46270 1.01468 -0.18617
O: 2.25055 -0.16355 0.06547
N: 1.40716 -1.39765 -0.12126
C: 0.26623 -0.80895 -0.03307
C: 0.20633 0.62577 -0.13832
N: -1.23946 0.68384 -0.14319
C: -1.35966 -0.77805 -0.03776
H: 2.18976 1.80331 0.03917
H: -1.62506 1.31153 0.64077
H: -1.73104 -1.25524 -1.00864
H: -1.82751 -1.03571 0.92302

Cartesian forces, eV/Å:
3.11 -1.14 2.10
-0.71 -0.63 -2.13
0.14 2.63 1.61
-2.16 -0.02 -0.83
-1.69 -1.33 0.44
0.27 2.81 0.73
1.47 -0.90 -0.70
-1.05 0.31 -0.65
0.58 -1.69 -1.63
0.00 0.59 1.73
0.05 -0.63 -0.67

The computed natural (NBO) charges, all in e, follow: number 1, C, carries 0.0671; number 2, O, carries -0.3532; number 3, N, carries -0.0939; number 4, C, carries 0.1545; number 5, C, carries -0.0107; number 6, N, carries -0.6014; number 7, C, carries -0.2268; number 8, H, carries 0.2339; number 9, H, carries 0.3856; number 10, H, carries 0.2261; number 11, H, carries 0.2188

***

DFT (ωB97M-V/def2-TZVPD) results for C13H24N2O2S in the gas phase in a non-equilibrium geometry.

For the maximum force, the calculation gives 8.120 eV/A. The SMILES is [H]/N=C\C[C@H]1C[C@H](CC(=O)N(C)C)[C@@H](CCCS)O1.

Positions of all 42 atoms, in Å:
H: 1.59626 -3.54617 1.03963
N: 1.09132 -4.39142 0.64239
C: -0.25707 -4.20044 0.93806
C: -0.86184 -2.89839 1.74947
C: -0.41171 -1.44727 1.11816
C: -0.78725 -1.41212 -0.47862
C: -0.65352 0.20708 -0.72407
C: 0.82268 0.71843 -1.29616
C: 2.04612 -0.33181 -1.00169
O: 2.18332 -1.37387 -1.86839
N: 3.07561 -0.24268 0.10269
C: 2.79744 0.87384 1.08387
C: 4.48759 -0.20841 -0.44380
C: -1.08218 0.91404 0.69304
C: -2.59353 1.51922 0.89303
C: -2.90327 2.82392 -0.10150
C: -3.30183 2.37500 -1.64062
S: -1.95108 3.05340 -2.78116
O: -1.01138 -0.20419 1.66240
H: -0.98258 -5.06299 0.59517
H: -0.52524 -3.04373 2.88488
H: -2.05190 -2.98863 1.77746
H: 0.72754 -1.31659 1.40479
H: -0.23590 -2.12078 -1.23035
H: -1.92063 -1.68749 -0.62707
H: -1.35829 0.35307 -1.67687
H: 0.69262 0.74949 -2.48313
H: 1.02287 1.82368 -0.96982
H: 2.53108 1.90751 0.60073
H: 3.81694 1.04998 1.67888
H: 2.01889 0.53189 1.92241
H: 4.75869 -1.33105 -0.74543
H: 4.54892 0.41417 -1.45411
H: 5.29714 0.10676 0.34811
H: -0.14474 1.57021 1.00629
H: -3.41900 0.67529 0.80071
H: -2.66900 1.91534 2.00866
H: -3.84611 3.37951 0.37518
H: -1.98512 3.58443 -0.11395
H: -3.41684 1.19858 -1.74268
H: -4.32507 2.83064 -2.01847
H: -0.81995 3.23249 -1.92809

Cartesian forces, eV/Å:
-0.59 -1.04 -0.62
-5.70 1.94 1.99
3.99 -0.09 -0.81
-1.05 -0.48 0.89
0.92 -0.60 -0.77
-0.23 1.01 0.77
-0.52 -0.66 -2.05
-0.36 -0.40 -0.58
1.59 -4.65 -3.50
-0.81 6.29 5.07
-1.88 2.15 -1.54
1.03 0.34 1.57
0.94 -1.77 -1.38
0.69 -1.70 -0.06
0.52 1.08 0.09
-0.96 -0.35 0.67
-0.10 -0.20 0.78
0.30 -0.25 0.80
-0.25 -1.34 -0.58
1.43 1.94 0.76
-0.58 0.54 -2.45
2.57 0.26 -0.23
-1.94 -0.55 -1.25
-0.48 1.68 1.72
2.01 0.59 0.69
1.29 0.37 2.45
0.64 -0.30 2.71
-0.20 -2.19 -0.34
0.28 -1.96 0.89
-2.29 -0.36 -1.26
1.44 0.87 -2.12
-0.58 2.53 0.58
0.05 -1.05 2.30
-2.00 -0.35 -1.50
-2.42 -0.52 -0.71
1.92 1.68 -0.10
0.31 -0.89 -2.31
2.15 -1.10 -1.05
-2.13 -1.76 0.11
0.48 2.50 0.27
2.27 -0.71 0.87
-1.75 -0.48 -0.75

The computed natural (NBO) charges, all in e, follow: number 1, H, carries 0.3274; number 2, N, carries -0.5913; number 3, C, carries 0.1009; number 4, C, carries -0.5009; number 5, C, carries 0.1023; number 6, C, carries -0.4640; number 7, C, carries -0.2494; number 8, C, carries -0.5266; number 9, C, carries 0.6895; number 10, O, carries -0.6021; number 11, N, carries -0.4993; number 12, C, carries -0.4477; number 13, C, carries -0.4387; number 14, C, carries 0.0909; number 15, C, carries -0.4229; number 16, C, carries -0.4283; number 17, C, carries -0.5238; number 18, S, carries -0.0794; number 19, O, carries -0.5853; number 20, H, carries 0.1945; number 21, H, carries 0.2382; number 22, H, carries 0.2246; number 23, H, carries 0.1820; number 24, H, carries 0.2792; number 25, H, carries 0.2142; number 26, H, carries 0.2440; number 27, H, carries 0.2721; number 28, H, carries 0.2221; number 29, H, carries 0.1939; number 30, H, carries 0.2170; number 31, H, carries 0.2215; number 32, H, carries 0.2372; number 33, H, carries 0.2015; number 34, H, carries 0.2191; number 35, H, carries 0.1936; number 36, H, carries 0.2287; number 37, H, carries 0.2318; number 38, H, carries 0.2250; number 39, H, carries 0.2200; number 40, H, carries 0.2197; number 41, H, carries 0.2391; number 42, H, carries 0.1296

***

Number 1: HOMO-LUMO gap 0.271 Eh. Number 2: HOMO-LUMO gap 0.362 Eh. Number 3: HOMO-LUMO gap 0.361 Eh.